# 1
DFT (wB97M-V/def2-TZVPD) results for a molecular structure, C38H22F9LiNO5P in a non-equilibrium geometry.

Calculated values
Energy above the lowest of the compared OMol25 structures with the same formula, charge and spin, eV: 0.000
Maximum force, eV Å⁻¹: 1.114
DFT total energy, eV: -85448.7838
Gap between HOMO and LUMO, eV: 6.54
Total charge: -2

Last column: Löwdin charge in e.
Cartesian coordinates (Å):
Li  1.93965  -1.84256  -0.06380  0.50
O  1.13048  -2.93530  6.15005  0.04
C  1.21733  -2.76601  4.79142  -0.30
C  2.34744  -2.23169  4.19741  0.03
C  2.36182  -2.09757  2.82135  -0.19
N  1.32232  -2.44347  2.05014  0.11
C  0.22384  -2.93434  2.64312  -0.18
C  0.13766  -3.13283  4.01329  0.05
C  -1.01825  -3.23902  1.79646  -0.63
O  -1.77196  -4.11411  2.24270  -0.02
O  -1.17642  -2.52894  0.76444  -0.12
C  3.59120  -1.47370  2.13270  -0.66
O  4.51582  -1.12412  2.87529  -0.02
O  3.50128  -1.37148  0.87603  -0.14
H  1.95919  -2.62380  6.53295  0.09
H  3.21955  -1.90769  4.75399  0.12
H  -0.76544  -3.54995  4.43679  0.12
C  2.72467  1.46332  -4.35678  -0.12
C  3.16593  1.27219  -3.02318  -0.11
C  2.84173  0.11971  -2.35855  -0.06
C  2.04317  -0.91137  -2.94573  -0.24
C  1.64231  -2.05825  -2.15269  -0.12
C  0.89049  -2.98094  -2.86047  -0.18
C  0.50662  -2.82878  -4.22032  -0.12
C  0.86236  -1.71587  -4.93069  -0.10
C  1.64550  -0.71553  -4.29974  -0.21
C  1.99790  0.48519  -4.97709  -0.08
H  2.97348  2.37750  -4.88552  0.08
H  3.75451  2.03831  -2.53147  0.09
H  3.20351  -0.03387  -1.34449  0.08
H  0.52018  -3.86922  -2.34861  0.07
H  -0.10558  -3.59186  -4.69547  0.08
H  0.53959  -1.57347  -5.95846  0.09
H  1.66388  0.61903  -6.00264  0.09
F  1.44549  6.22319  1.29925  0.12
C  1.86773  5.53920  0.21580  -0.59
F  1.45354  6.25858  -0.84665  0.12
F  3.20783  5.60683  0.23086  0.13
C  1.35716  4.13413  0.18064  -0.14
C  2.17986  3.07253  0.51250  0.00
C  1.67124  1.77392  0.49758  -0.07
C  0.34266  1.52131  0.16561  -0.32
C  -0.46787  2.61459  -0.15580  -0.08
C  0.02332  3.90608  -0.15498  -0.02
P  -0.23212  -0.29620  0.30278  1.13
C  -1.35396  -0.29670  -1.18051  -0.31
C  -2.50010  -1.09229  -1.27802  -0.07
C  -3.22952  -1.15203  -2.45670  -0.01
C  -2.80906  -0.44418  -3.57409  -0.14
C  -1.65633  0.32007  -3.51039  -0.01
C  -0.94337  0.39477  -2.32258  -0.08
C  -3.61592  -0.49247  -4.83158  -0.59
F  -4.16282  -1.70308  -5.04810  0.12
F  -2.89651  -0.18924  -5.92365  0.13
F  -4.65270  0.37605  -4.81765  0.12
C  -1.27544  0.12200  1.76729  -0.32
C  -2.66009  0.27616  1.77601  -0.05
C  -3.33275  0.58156  2.94947  -0.01
C  -2.62841  0.72168  4.13911  -0.14
C  -1.25324  0.55453  4.15060  0.00
C  -0.58716  0.26111  2.97111  -0.07
C  -3.37241  0.99504  5.40705  -0.59
F  -4.32928  1.93094  5.24619  0.12
F  -2.57109  1.43154  6.39383  0.12
F  -4.00287  -0.09276  5.88832  0.13
H  3.21731  3.24327  0.76704  0.12
H  2.33650  0.94482  0.73640  0.09
H  -1.50826  2.44791  -0.41730  0.11
H  -0.62016  4.73823  -0.41619  0.12
H  -2.78225  -1.71392  -0.43842  0.09
H  -4.10798  -1.78338  -2.51136  0.12
H  -1.28846  0.83936  -4.38524  0.12
H  -0.02887  0.98041  -2.31175  0.11
H  -3.22371  0.17154  0.85775  0.10
H  -4.40902  0.70897  2.93899  0.12
H  -0.69899  0.65191  5.07435  0.12
H  0.49232  0.13454  2.99005  0.11

---

# 2
DFT (wB97M-V/def2-TZVPD) results for 9 unconnected molecules or ions with the total composition C35H46Cl32F7O4PS in a non-equilibrium geometry.

Calculated values
Maximum force, eV Å⁻¹: 1.180
DFT total energy, eV: -485095.5046
Gap between HOMO and LUMO, eV: 9.50

Last column: Löwdin charge in e.
Cartesian coordinates (Å):
C  7.37181  1.86492  0.04616  -0.13
C  8.19347  0.60265  -0.30118  -0.25
C  7.80026  0.02321  -1.66044  -0.23
C  6.31060  -0.29648  -1.78340  -0.21
C  5.81703  -1.31637  -0.73771  -0.20
C  4.89541  -2.42161  -1.30816  -0.19
C  3.40084  -2.18687  -1.02981  -0.19
C  2.57119  -3.46912  -0.78276  -0.20
C  1.99894  -3.57266  0.64482  -0.19
C  0.62783  -4.29554  0.70632  -0.20
C  -0.44150  -3.39369  1.33365  -0.18
C  -1.87988  -3.82367  0.99910  -0.11
C  -2.82286  -2.62924  1.04481  -0.28
O  -3.72904  -2.66182  2.17792  0.06
C  -4.25653  -1.39970  2.10377  -0.44
O  -4.44246  -0.70011  3.05223  0.17
C  -4.55852  -1.08370  0.63515  -0.14
C  -6.11891  -1.00004  0.55672  -0.11
C  -6.59890  0.28228  -0.12996  -0.21
C  -6.36709  1.56704  0.65346  -0.19
C  -6.83864  2.80030  -0.15332  -0.19
C  -5.88106  3.99403  -0.19141  -0.20
C  -4.41566  3.69651  -0.55889  -0.25
C  -4.18690  2.60746  -1.60328  -0.26
C  -4.97176  2.81192  -2.91323  -0.08
C  -3.76158  -2.18840  -0.13604  -0.24
C  -4.62577  -3.36459  -0.63645  -0.37
F  -5.39100  -3.81167  0.37497  0.13
F  -3.80959  -4.41445  -0.98370  0.08
C  -5.57151  -3.17730  -1.88848  -0.34
F  -6.74494  -3.79641  -1.62735  0.11
F  -5.83930  -1.89024  -2.13014  0.15
C  -5.04973  -3.81639  -3.21992  -0.57
F  -3.76739  -3.54532  -3.43983  0.17
F  -5.21821  -5.11717  -3.26620  0.16
F  -5.75396  -3.28389  -4.21007  0.19
P  -2.56448  -1.37640  -1.30321  0.29
O  -3.43798  -0.84300  -2.52540  -0.18
O  -1.61536  -2.51256  -1.90088  -0.17
S  -1.50452  0.02092  -0.50039  0.40
H  6.47809  1.56732  0.59204  0.05
H  7.04851  2.32648  -0.88928  0.02
H  7.94872  2.58824  0.61648  0.06
H  8.01303  -0.13957  0.47925  0.09
H  9.25766  0.83905  -0.29102  0.10
H  8.09374  0.75075  -2.42355  0.11
H  8.35834  -0.89731  -1.85562  0.11
H  6.11662  -0.68968  -2.78319  0.10
H  5.73142  0.62558  -1.69678  0.10
H  5.27146  -0.79544  0.05057  0.10
H  6.67793  -1.79778  -0.26850  0.10
H  5.07628  -2.49264  -2.38167  0.10
H  5.18960  -3.37856  -0.86920  0.10
H  3.30399  -1.51769  -0.17466  0.10
H  2.96349  -1.67215  -1.88827  0.11
H  1.74133  -3.48485  -1.49054  0.10
H  3.20586  -4.33830  -0.96560  0.07
H  2.71259  -4.08561  1.28989  0.09
H  1.84202  -2.55783  1.01235  0.10
H  0.31645  -4.55852  -0.30741  0.09
H  0.71392  -5.21463  1.28760  0.06
H  -0.27386  -2.36517  1.01073  0.08
H  -0.30318  -3.42417  2.41822  0.13
H  -2.21297  -4.56323  1.73050  0.14
H  -1.87043  -4.33836  0.04431  0.09
H  -2.19502  -1.76221  1.25074  0.08
H  -4.21257  -0.07375  0.42726  0.11
H  -6.52150  -0.99784  1.57015  0.13
H  -6.57203  -1.83174  0.03320  0.09
H  -6.18791  0.35289  -1.13888  0.10
H  -7.68242  0.16856  -0.25166  0.13
H  -6.93246  1.51014  1.58512  0.12
H  -5.31551  1.67640  0.93394  0.10
H  -7.06133  2.48193  -1.17251  0.09
H  -7.78118  3.13281  0.28702  0.11
H  -6.27834  4.68515  -0.94246  0.10
H  -5.93842  4.53667  0.75481  0.11
H  -3.83976  3.51935  0.34786  0.07
H  -3.99671  4.60597  -0.99209  0.03
H  -3.12221  2.63580  -1.85343  0.06
H  -4.35156  1.60847  -1.19940  0.06
H  -4.30803  2.68212  -3.77060  0.07
H  -5.39167  3.81479  -2.98522  0.05
H  -5.76950  2.07786  -3.02390  0.06
H  -2.92990  -0.16683  -2.99752  0.09
H  -2.04719  -3.37220  -2.00940  0.07
C  2.83012  -7.86404  0.25990  -2.05
Cl  2.11471  -7.31769  -1.25904  0.54
Cl  3.44453  -9.50699  0.06631  0.53
Cl  4.15886  -6.78987  0.70645  0.54
Cl  1.60157  -7.84119  1.52872  0.54
C  5.27206  4.92087  2.28127  -2.03
Cl  4.52210  3.96762  1.00006  0.52
Cl  6.02614  6.35661  1.58088  0.52
Cl  4.03889  5.41236  3.44564  0.52
Cl  6.50666  3.95366  3.09605  0.52
C  5.34943  3.02593  6.97910  -2.05
Cl  6.70174  1.91327  6.76190  0.52
Cl  4.09488  2.62447  5.80483  0.52
Cl  4.70005  2.87387  8.61198  0.53
Cl  5.88361  4.70093  6.72157  0.48
C  5.87165  6.30147  -2.52916  -2.05
Cl  4.22209  6.72938  -2.06391  0.51
Cl  7.00969  7.29344  -1.61505  0.51
Cl  6.16264  4.59739  -2.17253  0.53
Cl  6.09133  6.59174  -4.25646  0.53
C  -0.39911  4.23397  -1.04502  -2.02
Cl  -1.08627  3.48348  0.39651  0.55
Cl  -0.05954  2.98844  -2.25140  0.52
Cl  -1.55161  5.38931  -1.73038  0.53
Cl  1.09968  5.06195  -0.61526  0.52
C  -4.25018  7.25079  -4.59417  -2.05
Cl  -4.66300  8.94926  -4.82998  0.53
Cl  -2.70759  6.89940  -5.37576  0.53
Cl  -4.11538  6.91114  -2.86460  0.51
Cl  -5.51185  6.23076  -5.28962  0.53
C  -6.24480  -8.27855  -1.29458  -2.05
Cl  -7.65195  -8.67337  -2.28536  0.53
Cl  -6.27594  -9.24414  0.18393  0.53
Cl  -4.76939  -8.64099  -2.20031  0.53
Cl  -6.27334  -6.56467  -0.88875  0.60
C  9.62349  4.17362  9.85565  -2.05
Cl  9.24327  4.57412  11.53352  0.52
Cl  8.19615  4.41816  8.84752  0.49
Cl  10.93383  5.21110  9.28548  0.52
Cl  10.12667  2.48200  9.75543  0.52

---

# 3
DFT (wB97M-V/def2-TZVPD) results for a molecular structure, C12H66ClN2O26Y in a non-equilibrium geometry.

Calculated values
Maximum force, eV Å⁻¹: 6.141
DFT total energy, eV: -83279.2852
Gap between HOMO and LUMO, eV: 7.81
Total charge: +2

Last column: Löwdin charge in e.
Cartesian coordinates (Å):
Y  -1.17921  -0.17410  -0.44052  1.65
Cl  -0.41592  2.51502  -4.91024  0.66
O  -1.53959  1.70467  -4.91187  -0.33
O  0.81377  1.75567  -4.52892  -0.39
O  -0.34923  2.99700  -6.26817  -0.32
O  -0.48773  3.69270  -3.98310  -0.38
O  -0.21746  4.40815  1.07010  -0.04
H  -0.66418  5.05608  1.61494  0.06
H  0.71012  4.63350  1.14101  0.00
O  3.08219  -0.16717  -2.77373  -0.02
H  3.72953  0.46742  -3.08114  0.07
H  2.64085  -0.46440  -3.56941  0.06
O  -4.96034  -0.53845  2.30386  -0.02
H  -5.55430  -1.28353  2.21271  0.07
H  -5.52608  0.18930  2.56182  0.07
O  -3.12742  0.85736  0.67526  -0.09
H  -3.56619  1.62589  0.31047  0.04
H  -3.79783  0.42796  1.20668  0.02
O  -1.69854  -2.53235  -4.69634  -0.02
H  -1.77828  -2.51281  -5.65002  0.07
H  -2.40717  -3.10762  -4.40800  0.05
O  -2.69009  3.65170  -0.31742  -0.02
H  -3.03322  4.54383  -0.36845  0.10
H  -1.84225  3.74514  0.11694  0.02
O  -1.33532  1.97646  3.44281  0.01
H  -2.06782  2.55703  3.23631  0.08
H  -1.73419  1.24541  3.91471  0.08
O  -1.13881  -2.53825  -0.98171  -0.08
H  -1.68930  -3.18382  -1.42491  0.09
H  -0.31978  -3.00146  -0.80599  0.00
O  -3.14383  -0.83170  -1.54770  -0.11
H  -3.68689  -1.54757  -1.87762  0.02
H  -3.49402  -0.04905  -1.97322  0.02
O  -5.10018  -2.68391  -2.22367  -0.02
H  -5.53418  -2.90235  -1.39895  0.06
H  -5.77313  -2.23837  -2.73831  0.07
O  -0.50901  1.43626  1.09821  -0.10
H  -1.00716  1.62070  1.89449  -0.01
H  0.02705  2.21785  0.96404  0.04
O  -1.37641  1.80846  -1.63542  -0.09
H  -1.84842  2.52278  -1.20743  0.00
H  -0.97464  2.21303  -2.40428  0.04
O  -4.11733  1.58763  -1.91799  -0.02
H  -4.83520  1.71849  -2.53748  0.09
H  -3.81421  2.47181  -1.71166  0.04
O  0.98670  0.52978  -1.11368  -0.09
H  1.55202  0.25079  -1.83396  0.02
H  1.44352  1.27585  -0.72519  0.01
O  -2.45413  -1.53063  1.25898  -0.07
H  -3.01392  -2.26064  0.99448  0.08
H  -2.66870  -1.38526  2.18042  0.07
O  -0.86982  -0.69452  -2.83373  -0.10
H  -1.07839  -1.47215  -3.35142  0.01
H  -0.78958  0.00850  -3.47836  0.03
O  1.60082  -0.50216  3.25217  -0.01
H  1.36906  -0.42938  4.17803  0.07
H  2.54999  -0.62587  3.25137  0.08
O  0.27130  -1.32583  1.15910  -0.10
H  0.51447  -2.24856  1.23431  0.02
H  0.76737  -0.88967  1.85186  -0.01
C  1.38648  -6.85563  -3.32983  -0.14
O  1.85687  -5.81444  -2.53496  -0.19
C  1.41228  -4.51669  -2.97587  -0.14
C  1.72605  -3.45819  -1.85146  -0.19
N  1.22197  -3.88677  -0.59158  -0.10
C  2.27893  -4.33774  0.38083  -0.12
C  1.69525  -4.72295  1.75151  -0.18
O  0.85882  -3.74553  2.38392  -0.25
C  0.24631  -4.05478  3.66926  -0.05
H  1.72804  -7.82856  -2.97649  0.09
H  1.79120  -6.89228  -4.34125  0.09
H  0.31034  -7.02071  -3.38247  0.09
H  0.32496  -4.45753  -2.92759  0.10
H  1.84853  -4.35859  -3.96217  0.13
H  1.14688  -2.60060  -2.19381  0.09
H  2.74156  -3.08137  -1.72957  0.13
H  0.51833  -4.61044  -0.62758  0.12
H  2.98236  -3.52863  0.57743  0.12
H  2.83680  -5.12651  -0.12386  0.13
H  2.51808  -4.98838  2.41530  0.13
H  1.08006  -5.62048  1.68771  0.12
H  -0.12012  -3.14272  4.14041  0.08
H  1.11575  -4.31355  4.27360  0.10
H  -0.63985  -4.68937  3.67968  0.09
C  2.13864  3.56925  -1.60909  -0.03
O  1.96571  2.81688  -0.42592  -0.26
C  3.02340  2.72293  0.46764  -0.18
C  3.49419  4.06983  1.10159  -0.14
N  2.49409  4.80738  1.93735  -0.07
C  2.55275  4.40557  3.34725  -0.20
C  1.93405  3.04999  3.78932  -0.21
O  1.74681  3.11030  5.22547  -0.16
C  0.59594  3.77960  5.74297  -0.10
H  1.36056  3.47644  -2.36676  0.08
H  3.02921  3.12531  -2.05393  0.10
H  2.29962  4.62002  -1.36805  0.10
H  3.80936  2.27776  -0.14244  0.13
H  2.79899  2.02321  1.27270  0.11
H  3.87507  4.69079  0.29075  0.12
H  4.32180  3.98655  1.80601  0.12
H  2.83518  5.75459  2.01827  0.12
H  1.77234  5.00160  3.82036  0.10
H  3.49309  4.55675  3.87734  0.13
H  2.71813  2.33298  3.54596  0.10
H  1.15927  2.80668  3.06226  0.09
H  0.21310  4.51616  5.03657  0.08
H  0.95712  4.29362  6.63372  0.10
H  -0.30369  3.26759  6.08447  0.08